The following is a DFT calculation (wB97M-V/def2-TZVPD) of 14 unconnected molecules or ions with the total composition C44H88O32S6.

Last column: Mulliken charge in e.
Element x y z (Å)
C  5.29407  -0.93454  9.74335  -0.406
C  5.75239  -0.92291  8.31976  -0.633
C  4.78242  -1.82383  7.62879  -0.361
O  4.06288  -2.52187  8.64332  -0.366
C  4.79477  -2.33159  9.82765  -0.506
H  4.44419  -0.27774  9.92893  0.214
H  6.03254  -0.66243  10.49749  0.332
H  6.65950  -1.52711  8.30541  0.236
H  6.00385  -0.00785  7.78353  0.368
H  5.29930  -2.49998  6.94779  0.266
H  4.08843  -1.11474  7.17749  0.276
H  5.59614  -3.06001  9.95135  0.261
H  4.17008  -2.64531  10.66399  0.318
C  -1.50554  9.14352  -3.83581  -0.437
C  -1.62059  9.47089  -2.38354  -0.618
C  -0.43965  8.75781  -1.73049  -0.363
O  0.34397  8.20431  -2.74926  -0.386
C  -0.08279  8.80967  -4.00495  -0.519
H  -1.76528  9.86802  -4.60765  0.357
H  -1.99185  8.20937  -4.11682  0.205
H  -2.58431  9.22193  -1.93927  0.339
H  -1.52008  10.55462  -2.44295  0.248
H  -0.84922  7.92101  -1.16471  0.292
H  0.01958  9.47692  -1.05218  0.261
H  0.02318  8.23707  -4.92636  0.347
H  0.52309  9.68583  -4.23594  0.273
C  1.98613  3.30156  -8.10615  -0.494
C  0.73112  3.44408  -8.82270  -0.506
C  -0.22411  2.92415  -7.68902  -0.482
O  0.50625  1.87583  -7.09109  -0.383
C  1.89013  1.91920  -7.46095  -0.343
H  2.30938  4.08310  -7.41854  0.298
H  2.68840  3.41987  -8.93133  0.282
H  0.63304  2.81061  -9.70429  0.271
H  0.39199  4.46861  -8.97577  0.309
H  -1.25908  2.64402  -7.88510  0.311
H  -0.24426  3.66770  -6.89226  0.232
H  2.05738  1.04594  -8.09147  0.266
H  2.57019  1.89228  -6.60954  0.240
C  2.06481  3.93241  6.14140  -0.519
C  1.04472  3.50387  7.20999  -0.471
C  0.41871  4.81431  7.66760  -0.337
O  0.82512  5.76084  6.75372  -0.402
C  1.42738  5.12456  5.55353  -0.380
H  2.32766  3.17780  5.40007  0.339
H  3.02066  4.17796  6.60418  0.242
H  1.46665  2.98043  8.06794  0.297
H  0.26274  2.91294  6.73312  0.216
H  0.87950  5.15913  8.59327  0.274
H  -0.66898  4.75717  7.70983  0.202
H  2.09227  5.80782  5.02516  0.311
H  0.68619  4.78549  4.82980  0.229
C  -6.44938  -3.33197  1.35457  -0.564
C  -4.98562  -3.33435  1.46859  -0.342
C  -4.55043  -4.10859  0.25385  -0.396
O  -5.71612  -4.18482  -0.61639  -0.405
C  -6.89187  -4.33780  0.24732  -0.446
H  -6.81542  -2.31638  1.20388  0.227
H  -6.94791  -3.58033  2.29152  0.349
H  -4.80640  -3.96598  2.33866  0.155
H  -4.45904  -2.38213  1.53250  0.292
H  -4.25618  -5.11383  0.55552  0.280
H  -3.72826  -3.60881  -0.25834  0.253
H  -7.17342  -5.30447  0.66488  0.269
H  -7.85975  -4.05583  -0.16714  0.327
C  -8.00686  3.00557  -4.22560  -0.401
C  -7.82081  2.30567  -2.95060  -0.506
C  -6.34243  2.07147  -2.76568  -0.372
O  -5.75614  2.41168  -4.04843  -0.375
C  -6.54476  3.50033  -4.51303  -0.523
H  -8.64460  3.87316  -4.05624  0.262
H  -8.27900  2.29184  -5.00317  0.273
H  -8.35900  1.35825  -2.92152  0.247
H  -8.24316  2.85131  -2.10680  0.296
H  -6.05053  1.05055  -2.51944  0.253
H  -5.93051  2.70196  -1.97770  0.235
H  -6.41173  3.64079  -5.58573  0.327
H  -6.27092  4.46536  -4.08661  0.284
C  1.23714  -8.13747  1.40661  -0.593
C  1.57587  -7.45835  2.69766  -0.509
C  3.01438  -7.72301  2.85898  -0.346
O  3.18780  -9.07093  2.44520  -0.401
C  2.00325  -9.45869  1.73698  -0.463
H  1.77867  -7.65948  0.59030  0.316
H  0.18512  -8.41734  1.35152  0.295
H  0.98502  -7.88035  3.51061  0.262
H  1.34431  -6.39399  2.65732  0.316
H  3.42797  -7.57613  3.85671  0.272
H  3.58195  -7.31134  2.02441  0.241
H  1.42346  -10.19171  2.29789  0.322
H  2.32610  -9.74143  0.73501  0.288
C  3.53431  -6.99018  -6.95163  -0.383
C  2.07694  -6.91535  -6.51119  -0.599
C  1.91675  -5.48945  -5.98318  -0.363
O  3.15074  -4.90313  -5.94472  -0.392
C  4.14536  -5.98452  -6.00542  -0.460
H  3.63423  -6.58587  -7.95892  0.230
H  3.97466  -7.98518  -6.88698  0.316
H  1.80973  -7.59319  -5.70050  0.245
H  1.29739  -7.06925  -7.25733  0.321
H  1.48108  -5.43663  -4.98542  0.282
H  1.26289  -5.03348  -6.72658  0.252
H  4.44833  -6.32761  -5.01618  0.270
H  5.07446  -5.57672  -6.40363  0.279
C  -5.85214  3.24048  6.02454  -0.278
C  -5.10945  2.52583  4.89467  -0.257
O  -5.05233  3.38206  3.81008  -0.267
S  -5.43327  4.92016  4.25311  1.076
O  -6.77260  5.16313  3.81369  -0.527
O  -4.39337  5.92992  3.99332  -0.522
O  -5.42490  4.59275  5.83989  -0.318
H  -5.45388  3.01245  7.01322  0.276
H  -6.92650  3.10390  5.90125  0.285
H  -5.61228  1.62452  4.54409  0.267
H  -4.05421  2.36684  5.11671  0.264
C  -4.50571  -2.75421  -6.10051  -0.488
C  -5.80295  -2.14396  -6.57034  -0.114
O  -6.33871  -3.20692  -7.26976  -0.339
S  -5.77239  -4.73199  -6.82221  1.064
O  -5.24613  -5.47436  -7.91807  -0.505
O  -6.74364  -5.44046  -5.97130  -0.524
O  -4.63522  -4.13044  -5.75370  -0.305
H  -3.98456  -2.08855  -5.41247  0.390
H  -3.72929  -2.73470  -6.86529  0.344
H  -5.68924  -1.28405  -7.23043  0.234
H  -6.55269  -1.94988  -5.80331  0.242
C  8.04548  6.42057  -1.78524  -0.225
C  6.83549  5.47638  -1.80818  -0.231
O  6.64925  5.05861  -3.12157  -0.312
S  7.16799  6.22269  -4.21441  1.069
O  6.34935  7.39181  -4.33930  -0.494
O  7.74232  5.57163  -5.37368  -0.502
O  8.33101  6.65716  -3.14705  -0.340
H  8.87526  5.92687  -1.27944  0.256
H  7.87700  7.33760  -1.22063  0.268
H  5.92714  5.92636  -1.40755  0.252
H  7.04364  4.56541  -1.24700  0.259
C  -3.03231  -4.28753  7.72197  -0.199
C  -2.84254  -2.89837  8.36355  -0.382
O  -4.09956  -2.25646  8.08856  -0.303
S  -5.36505  -3.24793  8.28997  1.117
O  -6.47481  -2.88961  7.42749  -0.493
O  -5.51188  -3.54902  9.73410  -0.534
O  -4.47469  -4.46828  7.60385  -0.348
H  -2.54186  -4.91610  8.46526  0.251
H  -2.55306  -4.28902  6.74299  0.305
H  -2.03803  -2.33914  7.88591  0.305
H  -2.68722  -2.90920  9.44238  0.280
C  0.99821  1.32227  -0.92495  -0.340
C  0.71996  -0.02074  -1.51864  -0.196
O  0.71801  -0.96819  -0.44401  -0.285
S  1.37586  -0.40230  0.92312  1.056
O  2.53818  -1.22080  1.27498  -0.496
O  0.39380  -0.12330  1.97067  -0.517
O  1.86763  1.00686  0.14593  -0.328
H  0.17405  1.88286  -0.48381  0.261
H  1.50277  2.04818  -1.56258  0.293
H  1.51433  -0.38393  -2.17069  0.289
H  -0.26552  0.06274  -1.97685  0.260
C  7.95339  -3.27316  -1.00727  -0.401
C  6.92838  -2.24894  -1.50616  -0.230
O  7.21715  -1.00583  -0.93377  -0.298
S  8.58510  -1.15305  0.11663  1.093
O  8.14207  -1.43671  1.47227  -0.515
O  9.50485  -0.03560  -0.08453  -0.521
O  9.09289  -2.53003  -0.55414  -0.309
H  8.27264  -4.06603  -1.68368  0.312
H  7.63192  -3.78839  -0.10212  0.288
H  5.89563  -2.59606  -1.47382  0.308
H  7.10868  -2.11199  -2.57239  0.274

Atomic forces in eV per Å
C -0.5 1.2 1.1
C 2.2 -0.8 -0.1
C -1.3 1.0 -0.4
O 0.2 -0.3 -0.4
C -0.3 -1.5 1.2
H -0.1 0.2 -0.2
H 0.2 -0.2 -0.2
H 0.6 0.4 0.2
H -0.4 0.2 0.3
H -0.4 0.0 -0.2
H -0.4 -0.7 -0.8
H 0.7 -0.1 -0.6
H -0.5 0.7 0.1
C -0.7 -1.6 -1.2
C -0.7 1.3 -0.5
C -1.6 -0.1 0.5
O 0.5 0.2 -1.7
C 1.6 0.4 0.0
H -0.4 0.3 0.5
H -0.7 0.0 0.2
H 0.1 0.1 0.0
H 0.1 0.2 1.1
H 0.3 0.0 0.4
H 0.8 -0.3 -0.1
H 0.5 -1.0 0.6
H 0.2 0.4 0.5
C 2.9 -0.3 -1.5
C -4.1 0.5 1.5
C 1.0 0.6 0.2
O 0.0 -1.6 0.7
C -0.5 0.9 -0.1
H -0.7 0.0 0.3
H 1.0 -0.6 0.3
H 0.2 0.2 -0.1
H 0.4 0.0 -0.6
H 0.2 -0.3 -0.4
H -0.4 0.7 -0.2
H 0.4 0.2 -0.3
H -0.3 -0.3 0.3
C 1.1 -1.0 0.7
C -0.1 -0.5 -0.2
C 0.7 -0.4 0.4
O 0.7 1.6 -3.2
C -0.9 0.7 0.9
H -0.4 -0.2 0.0
H 0.0 0.2 0.2
H 0.0 -0.3 -0.3
H 0.1 -0.4 0.1
H -0.5 -0.3 0.5
H -0.1 0.0 0.3
H -0.1 0.2 0.5
H -0.5 0.3 0.0
C -3.3 0.7 0.7
C 1.1 -1.1 0.7
C -0.6 -0.4 -0.8
O -0.6 -1.0 0.1
C 1.4 2.1 0.9
H -0.2 0.0 -0.7
H 0.1 -0.2 0.2
H 0.8 0.4 0.2
H -0.4 0.0 0.2
H 0.1 -0.2 -0.3
H -0.2 -0.3 -0.4
H 1.2 -0.7 -0.1
H 0.5 0.6 -0.9
C 1.4 1.7 -0.7
C -1.0 -1.5 2.3
C 1.0 0.0 -0.6
O 0.0 0.4 0.6
C -0.9 -0.8 -1.0
H -0.4 -0.3 -0.7
H -0.4 0.5 -0.2
H 0.0 -0.1 -0.1
H 0.1 0.2 0.0
H -0.1 0.0 -0.2
H 0.1 0.3 0.0
H 0.3 -0.3 -0.1
H -0.1 0.0 0.7
C 0.6 -1.9 1.8
C -1.4 1.9 0.4
C 1.2 -0.6 -0.9
O -0.8 -1.8 0.6
C 0.7 1.0 -1.7
H -0.8 0.1 -0.3
H 0.0 0.7 -0.8
H 0.1 -0.1 0.1
H 0.1 0.2 0.2
H 0.1 0.2 -0.2
H 0.2 1.8 0.7
H 0.0 -0.1 -0.2
H 0.0 -1.3 0.3
C -0.5 0.0 0.3
C -1.0 -0.5 0.6
C -1.5 -0.7 -0.4
O 2.8 -0.1 -0.1
C 0.4 1.4 -0.4
H 0.1 -0.2 -0.1
H 0.0 0.1 -0.1
H 0.4 -0.4 0.0
H 0.4 -0.3 -0.4
H -0.4 -0.2 0.0
H 0.0 0.9 0.3
H -0.7 -0.4 0.3
H -0.1 0.3 -0.2
C 0.8 -0.1 -0.2
C 0.6 -1.3 0.9
O -0.4 3.0 -1.4
S 1.2 1.5 0.1
O 0.7 -0.2 0.1
O -2.1 -2.9 0.5
O -0.2 0.8 -1.0
H -0.5 -0.5 -0.1
H 0.0 0.3 0.3
H 0.1 -0.1 0.3
H -0.1 -0.6 0.6
C 2.5 1.8 -0.3
C 0.1 -0.6 1.1
O -0.7 -3.8 -2.0
S -2.1 -0.4 3.2
O 0.3 1.2 0.1
O 1.8 1.9 -1.9
O -1.6 0.2 -1.1
H -0.5 -0.8 1.2
H -0.4 0.1 -0.9
H 0.2 -0.1 0.1
H 0.5 0.5 0.5
C -0.3 -0.4 0.4
C -0.2 -0.1 1.3
O -0.5 0.7 -3.0
S 1.8 -0.5 1.7
O -0.3 -1.3 -0.1
O -1.1 0.9 2.0
O 0.7 0.3 -1.3
H 0.3 0.0 -0.5
H -0.3 0.2 -0.4
H 0.0 0.2 -0.1
H 0.0 0.1 0.1
C -0.2 1.2 1.1
C -0.9 0.1 -0.3
O -1.1 1.4 0.2
S 1.8 -1.3 1.3
O 2.1 -0.5 1.6
O -0.1 0.9 -3.6
O -0.3 -0.2 0.3
H -0.5 -1.0 -0.6
H -0.4 -0.5 0.0
H -0.3 0.2 0.0
H 0.0 -0.2 0.0
C 0.5 0.8 1.0
C -0.5 0.1 -0.5
O -0.5 -0.1 1.4
S 1.0 0.3 0.3
O -2.3 1.8 -0.9
O 1.5 -0.4 -2.3
O 0.8 -1.3 2.2
H -0.6 -0.5 -0.3
H 0.2 -0.4 -0.2
H -0.3 0.4 -0.4
H 0.1 -0.8 -0.2
C -0.4 -0.7 1.6
C 0.8 -0.9 -2.1
O 1.8 0.5 2.4
S -0.6 1.0 0.5
O 0.4 0.3 -2.2
O -1.9 -2.5 -0.2
O 0.4 1.5 -0.3
H 0.1 0.6 -0.4
H -0.5 -0.1 0.0
H 0.0 0.3 0.9
H 0.1 0.0 -0.2

Output
Orbital gap = 9.21 eV
ΔE to the lowest compared entry with this formula, charge and spin = 336.6 kJ/mol